ORCA calculation (the ωB97M-V functional and the def2-TZVPD basis) on 2 unconnected molecules or ions with the total composition C11H18 in a non-equilibrium geometry.

Geometry (Å):
H  3.989  0.060  -1.328
H  -0.232  -0.282  -2.345
C  0.600  -1.883  -1.403
C  -0.997  2.040  0.157
C  -2.660  1.180  1.739
H  -0.846  2.722  2.989
H  0.488  2.507  1.902
C  -1.092  1.168  1.387
H  -0.999  3.045  0.433
H  1.617  -3.507  -0.179
C  -0.268  1.891  2.474
H  -1.515  -2.239  -1.111
H  -1.729  1.794  -0.681
C  1.775  0.107  -1.778
C  0.677  -0.617  -1.934
H  -0.014  1.763  -0.360
H  3.716  -2.157  -0.171
H  -3.233  1.957  1.145
H  1.659  1.163  -1.888
C  2.909  -1.771  -0.637
H  -2.658  1.109  2.779
H  -0.844  0.085  1.339
H  -0.614  -3.545  -1.200
H  0.369  1.473  3.293
C  -0.609  -2.611  -1.572
H  -3.204  0.224  1.615
H  -0.946  -2.622  -2.644
C  1.657  -2.520  -0.746
C  3.004  -0.535  -1.276

**Strongest force on any atom**: 5.1 eV/Å
**HOMO level**: -0.3208 Ha
**LUMO energy**: 0.9 eV
**HOMO-LUMO gap**: 9.67 eV
**Total energy**: -429.83688 Eh
**ΔE to the lowest compared entry with this formula, charge and spin**: 2.823 eV

These are the Löwdin partial charges, in e, on atoms 1 to 8:
1. H 0.12
2. H 0.11
3. C -0.33
4. C -0.13
5. C -0.09
6. H 0.09
7. H 0.07
8. C -0.44